{
  "formula": "C49H64InN8O3Te",
  "method": "ωB97M-V with the def2-TZVPD basis set",
  "gap_ha": [0.216, 0.275],
  "e_tot_ha": -3027.34170,
  "total_charge": 0,
  "spin_multiplicity": 2,
  "lumo_ev": [0.33, 0.01],
  "elements": ["C", "C", "C", "H", "N", "C", "H", "C", "C", "C", "C", "C", "H", "H", "H", "H", "C", "H", "C", "C", "C", "H", "H", "H", "H", "H", "H", "H", "N", "H", "H", "H", "O", "C", "H", "C", "C", "H", "C", "C", "H", "C", "H", "H", "C", "N", "N", "C", "H", "Te", "C", "H", "O", "H", "N", "C", "H", "C", "H", "H", "C", "C", "H", "C", "C", "C", "H", "H", "H", "H", "H", "H", "C", "N", "C", "H", "H", "H", "C", "C", "C", "C", "H", "H", "C", "C", "H", "H", "H", "C", "O", "H", "H", "C", "H", "H", "N", "H", "H", "C", "H", "N", "H", "H", "C", "H", "H", "H", "H", "H", "H", "C", "C", "H", "In", "C", "H", "C", "H", "C", "H", "H", "C", "C", "H", "C"],
  "coordinates": [[-0.776, -2.302, -4.012], [-3.453, 2.212, 2.428], [-3.224, 2.455, 3.776], [-0.262, -2.598, 5.645], [2.502, -1.452, 0.343], [4.189, 1.423, -1.219], [-2.488, 5.409, -6.571], [3.457, -0.844, -0.368], [-3.274, 2.786, -5.001], [-1.676, 1.840, -3.462], [1.599, -5.024, 0.067], [0.814, 2.979, 0.787], [0.576, 2.928, 4.908], [5.498, -2.968, 1.819], [-2.915, -0.366, -4.886], [-4.300, 0.614, 1.863], [-2.668, 1.934, 0.064], [-0.165, -3.826, 3.614], [-1.048, 3.089, -3.371], [-3.555, 0.389, -4.427], [-0.214, -1.045, -3.736], [2.385, -6.663, 1.211], [-4.470, 2.120, 2.063], [-2.261, 0.988, -0.296], [1.833, 0.768, -2.960], [2.620, 0.722, -4.541], [1.239, -2.248, -1.770], [2.844, -3.450, -6.561], [-0.009, -0.655, 4.853], [-0.168, -2.648, -0.773], [-2.192, 2.728, -0.511], [-1.186, 0.700, 5.880], [4.448, -1.358, -0.889], [1.003, -0.672, -4.319], [-1.733, 2.919, 5.245], [2.560, -2.854, 0.502], [-0.107, -3.153, -4.885], [1.467, -2.673, 2.346], [-2.811, 1.691, -4.280], [0.141, 3.364, -2.496], [-4.149, 4.992, -6.150], [-2.053, -2.800, -3.375], [4.427, -2.745, 3.201], [1.027, 1.471, -4.361], [0.225, -2.097, 4.796], [-1.928, 0.454, 3.188], [-1.699, -0.369, 2.027], [1.638, -1.562, -5.180], [-4.391, -0.890, 2.801], [-1.140, 0.151, -2.233], [-0.238, -2.737, 3.490], [2.589, -1.274, -5.616], [-2.598, -1.585, 0.403], [-4.054, 2.517, 4.470], [0.000, 1.973, 1.121], [1.655, -3.663, -0.203], [4.077, -5.262, 2.346], [4.504, -2.630, 2.117], [0.100, -2.498, 1.486], [-4.433, 0.524, -5.057], [3.378, -4.810, 1.650], [1.104, -2.808, -5.470], [-4.879, -0.883, 1.102], [-4.173, -0.472, 1.818], [0.547, 2.883, 3.819], [-2.655, 4.027, -4.936], [0.367, 2.511, -1.865], [3.324, 1.290, 3.302], [5.020, 0.917, -1.688], [2.187, -0.618, 3.746], [-1.053, 5.119, -4.033], [-2.081, -2.606, -2.303], [2.367, 0.035, 4.601], [2.660, 1.366, 4.060], [-1.073, 2.264, 1.976], [4.422, -1.578, 1.862], [4.658, 3.424, -1.860], [-2.152, -3.874, -3.531], [1.660, 0.648, -4.031], [3.287, 0.658, -0.493], [2.037, 2.517, 0.044], [-0.846, 2.595, 3.329], [-0.041, 4.226, -1.850], [1.255, 2.130, 3.461], [-2.769, -0.838, 1.368], [1.821, -3.773, -6.376], [-2.519, 1.268, 2.979], [-3.738, 1.954, -0.147], [2.660, 4.420, -0.668], [0.743, -3.058, -1.234], [0.658, 4.193, 0.969], [0.799, 1.130, 5.540], [-1.591, -0.979, 6.234], [3.451, -3.441, 1.411], [1.297, -2.286, 4.882], [-4.151, 2.663, -5.628], [0.545, -2.249, 2.361], [-2.929, -2.319, -3.812], [-0.995, 0.817, 3.396], [-1.276, -0.294, 5.434], [0.435, -3.809, -1.962], [2.255, 1.225, 0.109], [-0.532, -4.131, -5.089], [-3.275, 0.198, 4.808], [-2.384, -0.280, 4.402], [-1.287, -2.505, 3.300], [1.848, -4.769, -5.933], [0.887, -5.639, -0.472], [1.311, -3.853, -7.339], [3.196, -0.385, 5.183], [1.023, 3.593, -3.099], [-1.923, 2.669, 4.207], [-2.397, 2.127, 1.524], [0.877, 3.843, 3.417], [0.501, -0.159, 0.785], [3.976, 2.799, -1.298], [3.088, 1.960, 4.761], [1.101, 0.085, 5.457], [-3.875, 0.003, -3.459], [2.445, -5.602, 1.002], [1.313, -0.290, 6.471], [-3.219, 6.095, -5.125], [-1.549, 4.156, -4.115], [-3.161, 5.195, -5.739], [-2.643, -1.283, 4.083], [2.881, 3.363, -0.652]],
  "forces_ev_per_a": [[-0.02, 0.02, 0.00], [-1.26, 3.30, -0.82], [-0.69, 2.06, 0.59], [0.04, -0.01, 0.00], [-0.17, 0.56, -0.12], [-0.09, 0.14, 0.06], [-0.01, 0.01, -0.01], [0.04, -0.42, 0.25], [0.01, -0.02, -0.02], [-0.24, -0.18, 0.10], [0.00, 0.02, 0.01], [0.23, 1.07, -0.35], [0.02, 0.05, -0.05], [-0.01, 0.03, -0.01], [0.00, -0.03, 0.00], [-0.14, -1.40, -0.11], [-0.04, 0.09, 0.08], [0.02, 0.04, -0.09], [-0.02, -0.03, 0.07], [0.07, 0.09, 0.00], [-0.10, -0.11, 0.10], [0.03, 0.00, -0.02], [0.22, 0.54, 0.17], [-0.28, 0.18, 0.36], [-0.03, 0.05, 0.03], [-0.01, -0.01, 0.00], [-0.02, -0.03, 0.01], [0.00, -0.01, -0.01], [0.44, 0.28, 0.06], [0.03, 0.00, -0.09], [0.03, 0.09, -0.06], [-0.04, -0.08, -0.05], [0.06, 0.07, -0.13], [-0.05, -0.01, 0.02], [-0.04, 0.01, -0.05], [0.39, -0.13, -0.31], [0.00, -0.04, -0.01], [-0.12, -0.08, 0.05], [-0.01, 0.06, -0.08], [-0.06, 0.04, 0.03], [0.00, 0.02, 0.00], [0.08, 0.03, 0.00], [0.01, 0.02, 0.04], [-0.02, 0.09, 0.02], [-0.08, 0.07, -0.32], [1.36, -5.94, 1.13], [0.26, -0.02, 0.32], [-0.01, 0.01, -0.02], [-0.05, 0.02, 0.03], [0.44, 0.04, -0.90], [-0.15, 0.01, 0.13], [0.00, -0.02, 0.00], [-0.04, -0.14, -0.33], [0.01, 0.00, -0.05], [-0.57, 0.58, 0.80], [0.01, 0.01, -0.10], [-0.03, 0.03, 0.02], [-0.05, 0.01, 0.00], [-0.16, -0.44, 0.04], [0.01, -0.01, -0.02], [-0.06, -0.07, 0.00], [0.03, 0.00, 0.00], [-0.01, -0.11, -0.03], [-0.21, -0.23, -0.24], [-1.30, 0.39, -0.76], [-0.02, 0.02, -0.02], [0.06, -0.06, -0.01], [0.26, -0.03, -0.11], [0.02, 0.05, -0.04], [0.06, -0.09, 0.02], [-0.01, -0.01, 0.00], [-0.03, -0.04, 0.00], [0.08, 0.07, -0.01], [1.81, -1.25, 0.23], [-0.02, 1.69, -0.41], [0.03, 0.04, 0.07], [-0.01, -0.01, 0.01], [0.01, 0.00, 0.00], [-0.01, -0.06, -0.01], [0.39, 0.00, -0.24], [0.03, 0.47, 0.11], [0.44, 2.37, 0.01], [-0.02, -0.01, 0.02], [-0.62, 0.57, 0.21], [0.03, -0.13, 0.40], [-0.06, 0.05, 0.01], [0.45, -2.69, 0.64], [-0.01, -0.02, -0.01], [0.03, 0.03, -0.03], [0.02, -0.08, 0.07], [-0.11, -0.64, 0.05], [0.03, -0.26, 0.15], [0.10, 0.01, 0.14], [0.17, 0.03, -0.10], [0.04, 0.02, 0.09], [0.01, 0.01, -0.01], [-0.05, 0.21, 0.53], [-0.01, 0.03, 0.02], [-0.58, -1.37, 0.14], [-0.31, -0.07, 0.33], [-0.02, -0.01, 0.03], [0.18, -0.88, 0.09], [0.00, 0.01, 0.01], [-0.04, 0.01, -0.06], [-0.04, -0.20, -0.44], [0.13, -0.05, -0.04], [0.02, -0.01, -0.02], [0.01, 0.02, 0.00], [0.01, -0.01, -0.01], [0.00, -0.02, -0.10], [0.02, -0.04, 0.00], [-0.16, 1.32, 0.34], [0.11, 1.72, -1.42], [-0.04, 0.08, -0.03], [-0.14, -0.87, -0.49], [-0.07, -0.19, 0.08], [-0.03, 0.06, 0.03], [0.04, -0.28, 0.19], [0.00, -0.03, 0.00], [0.00, 0.04, 0.03], [-0.01, 0.03, 0.03], [-0.01, 0.00, -0.01], [0.03, 0.00, -0.03], [0.04, -0.04, 0.03], [-0.04, -0.06, 0.14], [0.12, -0.01, 0.02]]
}